Density functional theory data (ωB97M-V/def2-TZVPD) for 2 unconnected molecules or ions with the total composition C4H9N2O.

Each line ends with the Mulliken charge.
Atoms and positions in Å:
C -2.063 1.560 0.870  -0.95
C -0.799 0.907 0.515  0.40
C 0.460 1.378 0.130  -0.56
N 1.322 0.266 0.183  -0.08
C 0.657 -0.882 0.451  -1.02
N -0.621 -0.481 0.540  -0.11
H -2.162 1.820 1.915  0.24
H -2.916 1.032 0.457  0.32
H -1.983 2.437 0.187  0.29
H 0.994 2.331 0.319  0.31
H 2.350 0.201 0.290  0.27
H 1.062 -1.881 0.473  0.64
H -1.356 -1.178 0.360  0.24
H 0.197 -2.366 -2.511  0.28
H 1.751 -2.102 -2.513  0.29
O 0.955 -2.070 -1.979  -0.56

Calculated values
Highest occupied orbital energy (spin up / spin down) = -3.33 / -7.91 eV
Spin multiplicity = 2
Gap between HOMO and LUMO (spin up / spin down) = 4.159 / 8.671 eV



Density functional theory data (ωB97M-V/def2-TZVPD) for a molecular structure, C11H10BrDyF3O3S.

Each line ends with the Mulliken charge.
Atoms and positions in Å:
C -1.558 -1.169 -2.214  -0.21
C -2.000 -2.294 -1.460  -1.00
C -2.881 -1.818 -0.425  -0.35
H -1.610 -3.304 -1.578  0.44
C -2.940 -0.385 -0.558  -0.69
C -2.130 0.003 -1.665  -0.29
H -2.046 1.000 -2.101  0.36
H -0.957 -1.178 -3.126  0.47
H -3.141 -2.365 0.498  0.52
H -3.477 0.314 0.077  0.40
Dy -0.783 -1.374 0.598  0.57
Br 1.002 -3.290 0.773  -0.60
C 2.358 1.233 -0.398  -0.35
C 1.430 1.951 -1.213  -0.45
C 1.159 1.159 -2.374  -0.50
H 0.918 2.863 -0.917  0.40
C 1.892 -0.058 -2.261  -0.34
C 2.630 -0.021 -1.038  -0.54
H 3.188 -0.847 -0.602  0.42
H 2.705 1.543 0.579  0.48
H 0.410 1.376 -3.124  0.50
H 1.786 -0.926 -2.904  0.41
F 1.801 1.312 4.499  -0.24
C 1.148 0.544 3.603  0.56
F 2.062 0.104 2.708  -0.20
F 0.713 -0.561 4.268  -0.24
S -0.236 1.492 2.745  1.16
O -1.153 1.981 3.740  -0.62
O 0.553 2.375 1.931  -0.61
O -0.845 0.340 1.939  -0.46

Calculated values
Highest occupied orbital energy (spin up / spin down) = -3.67 / -4.56 eV
Spin multiplicity = 6
Gap between HOMO and LUMO (spin up / spin down) = 4.507 / 7.295 eV
Charge = -1



Density functional theory data (ωB97M-V/def2-TZVPD) for 3 unconnected molecules or ions with the total composition C2H9NS.

Each line ends with the Mulliken charge.
Atoms and positions in Å:
N -2.850 0.757 -0.168  -0.64
H -3.630 1.395 -0.281  0.22
H 2.969 0.199 -2.076  -0.07
H -2.579 0.741 0.806  0.22
H -3.169 -0.159 -0.445  0.21
C 1.467 -0.515 0.966  -0.52
C 0.127 -0.330 0.276  -0.59
S 0.092 -1.432 1.694  -0.12
H 3.667 0.056 -1.932  0.07
H 2.169 -0.951 0.260  0.24
H 1.855 0.358 1.471  0.28
H -0.114 -0.850 -0.642  0.29
H -0.006 0.729 0.070  0.41

Calculated values
Highest occupied orbital energy = -8.91 eV
Spin multiplicity = 1
Gap between HOMO and LUMO = 9.857 eV



Density functional theory data (ωB97M-V/def2-TZVPD) for a molecular structure, C2H4N4.

Each line ends with the Mulliken charge.
Atoms and positions in Å:
C -0.724 0.765 1.739  0.17
C -0.088 -0.226 -0.465  -0.05
N 0.434 1.328 1.887  -0.56
N -0.310 -0.348 0.996  -0.36
N 1.006 0.271 1.151  0.27
N 1.153 0.497 -0.245  -0.54
H -1.682 0.966 2.175  0.36
H -0.025 -1.217 -0.923  0.22
H -0.827 0.388 -0.992  0.23
H 2.376 -0.296 -0.686  0.27

Calculated values
Highest occupied orbital energy = -9.06 eV
Spin multiplicity = 1
Gap between HOMO and LUMO = 9.188 eV



Density functional theory data (ωB97M-V/def2-TZVPD) for a molecular structure, C21H31AuN2O3.

Each line ends with the Mulliken charge.
Atoms and positions in Å:
Au -2.082 -2.173 0.052  1.30
C 4.604 0.590 -0.056  -2.03
C 4.321 -0.912 -0.059  1.83
C 4.943 -1.544 -1.317  -1.54
C 4.936 -1.548 1.202  -1.52
C 2.831 -1.203 -0.058  0.31
C 2.353 -2.507 -0.082  -0.53
C 0.972 -2.776 -0.066  -0.27
N 0.059 -1.827 -0.035  -0.70
C 0.485 -0.531 -0.024  -0.53
C 1.854 -0.209 -0.032  0.76
C -0.536 0.472 -0.020  -0.18
C -0.230 1.867 -0.017  0.46
C -1.226 2.832 -0.030  0.39
C -2.523 2.333 -0.050  -0.49
C -2.792 0.917 -0.052  -0.75
N -1.825 0.029 -0.034  -0.73
C -0.878 4.311 -0.027  1.78
C -2.138 5.177 -0.030  -2.14
C -0.043 4.614 -1.283  -1.52
C -0.051 4.616 1.234  -1.51
H 5.682 0.745 -0.055  0.41
H 4.211 1.081 0.839  0.45
H 4.208 1.085 -0.947  0.45
H 6.010 -1.321 -1.337  0.46
H 4.496 -1.143 -2.229  0.38
H 4.836 -2.630 -1.328  0.36
H 6.006 -1.345 1.218  0.45
H 4.806 -2.632 1.219  0.36
H 4.498 -1.132 2.112  0.38
H 3.037 -3.345 -0.111  0.47
H 0.611 -3.795 -0.079  0.06
H 2.160 0.824 -0.020  0.41
H 0.802 2.182 -0.007  0.37
H -3.373 3.001 -0.065  0.62
H -3.804 0.512 -0.082  0.81
H -2.744 5.019 -0.925  0.45
H -1.842 6.225 -0.024  0.42
H -2.755 5.009 0.856  0.46
H -0.593 4.371 -2.194  0.40
H 0.903 4.068 -1.293  0.34
H 0.192 5.677 -1.308  0.46
H -0.608 4.377 2.142  0.40
H 0.188 5.678 1.256  0.46
H 0.895 4.068 1.253  0.34
C -6.384 -2.777 0.036  -1.10
C -5.095 -2.018 -0.064  0.79
O -5.023 -0.866 -0.449  -0.70
O -4.033 -2.716 0.285  -0.77
H -7.208 -2.082 -0.084  0.34
H -6.454 -3.295 0.991  0.33
H -6.413 -3.522 -0.759  0.30
C -1.374 -5.507 0.322  -0.69
O -2.278 -4.422 0.030  -0.47
H -1.918 -6.447 0.288  0.35
H -0.917 -5.386 1.304  0.33
H -0.621 -5.521 -0.461  0.30
H -3.141 -4.544 0.455  0.39

Calculated values
Highest occupied orbital energy (spin up / spin down) = -14.92 / -15.14 eV
Spin multiplicity = 3
Gap between HOMO and LUMO (spin up / spin down) = 7.044 / 4.126 eV
Charge = +2



Density functional theory data (ωB97M-V/def2-TZVPD) for a molecular structure, C12H18NS.

Each line ends with the Mulliken charge.
Atoms and positions in Å:
C 1.060 0.768 -0.178  -1.62
C -0.482 0.968 -1.963  -1.26
C -1.380 0.908 0.467  -1.41
C -0.941 -1.419 -1.543  -1.22
C -0.251 1.403 -0.446  0.61
C 1.363 -0.396 -1.153  0.55
C 0.005 -0.409 -1.806  0.93
C -1.050 -1.664 0.135  0.68
C -1.191 -0.513 1.025  -0.61
C -1.221 -0.741 2.362  1.20
C 2.534 -0.158 -1.994  -1.60
C -1.342 0.326 3.424  -1.35
N -0.968 -2.856 0.576  -0.60
S -0.993 -2.367 2.778  -0.18
H 1.854 1.532 -0.618  0.50
H 1.248 0.655 0.789  0.56
H -1.556 1.043 -2.349  0.38
H 0.117 1.679 -2.544  0.36
H -1.636 1.653 1.296  0.40
H -2.238 0.875 -0.137  0.41
H -1.945 -1.212 -1.917  0.38
H -0.499 -2.402 -1.747  0.43
H -0.230 2.543 -0.338  0.44
H 1.614 -1.335 -0.506  0.46
H 2.323 0.812 -2.516  0.30
H 2.870 -1.096 -2.595  0.35
H 3.315 0.097 -1.336  0.49
H -1.135 -0.047 4.390  0.42
H -2.342 0.678 3.332  0.40
H -0.707 1.223 3.158  0.30
H -0.775 -3.722 0.113  0.19
H -0.783 -2.288 4.113  0.11

Calculated values
Highest occupied orbital energy (spin up / spin down) = -11.94 / -11.94 eV
Spin multiplicity = 1
Gap between HOMO and LUMO (spin up / spin down) = 6.399 / 6.398 eV
Charge = +1